[1]
{
  "formula": "C16H15AsN4S4Tc",
  "method": "ωB97M-V/def2-TZVPD",
  "lumo_energy_ev": [-12.4, -12.4],
  "total_energy_ha": -4746.00767,
  "charge": 3,
  "elements": ["Tc", "S", "As", "S", "S", "S", "C", "C", "C", "C", "C", "C", "N", "C", "C", "C", "C", "C", "C", "H", "H", "H", "H", "H", "H", "H", "H", "H", "H", "N", "C", "C", "N", "C", "C", "N", "H", "H", "H", "H", "H"],
  "coordinates": [[0.728, 0.990, 0.208], [0.173, 5.849, 1.875], [0.772, 4.110, 0.785], [1.700, 2.255, 1.674], [-0.376, 2.815, -0.583], [1.792, 5.943, 0.396], [-1.150, -3.404, -1.470], [0.145, -3.029, -1.107], [0.336, -1.946, -0.275], [-0.789, -1.247, 0.204], [-2.098, -1.632, -0.150], [-2.264, -2.709, -0.991], [-0.601, -0.108, 1.004], [-1.386, 0.080, 2.107], [-1.820, -1.071, 2.832], [-2.583, -0.912, 3.958], [-2.953, 0.375, 4.367], [-2.541, 1.511, 3.654], [-1.744, 1.378, 2.550], [-1.293, -4.256, -2.122], [0.992, -3.611, -1.443], [1.326, -1.724, 0.105], [-2.943, -1.050, 0.194], [-3.260, -3.012, -1.285], [-1.489, -2.055, 2.529], [-2.888, -1.775, 4.533], [-3.565, 0.497, 5.253], [-2.865, 2.491, 3.975], [-1.472, 2.247, 1.967], [2.242, 0.509, -4.968], [2.492, 0.348, -3.672], [1.593, 0.775, -2.666], [1.911, 0.580, -1.386], [3.081, 0.003, -1.037], [3.937, -0.406, -2.051], [3.649, -0.240, -3.325], [1.406, 0.945, -5.317], [2.932, 0.197, -5.636], [0.655, 1.260, -2.895], [3.331, -0.097, 0.012], [4.886, -0.871, -1.807]],
  "atomic_forces_ev_per_a": [[-0.11, -0.13, -0.32], [0.01, -0.02, -0.05], [0.03, -0.04, 0.05], [0.02, 0.08, 0.14], [-0.04, -0.02, 0.09], [-0.03, -0.02, -0.01], [0.02, 0.02, 0.02], [-0.03, -0.09, -0.10], [-0.12, 0.03, 0.15], [0.13, 0.02, -0.08], [0.04, 0.09, -0.10], [0.02, -0.04, -0.04], [-0.01, 0.21, 0.17], [-0.14, -0.16, 0.18], [0.03, 0.07, -0.13], [-0.07, 0.10, 0.07], [0.04, 0.01, -0.05], [-0.10, -0.03, 0.15], [0.08, -0.01, -0.04], [0.00, 0.00, 0.01], [-0.01, 0.00, -0.01], [0.05, -0.01, 0.04], [-0.01, -0.03, 0.01], [0.01, -0.01, 0.00], [0.01, 0.01, -0.02], [0.00, 0.01, 0.01], [0.00, 0.00, -0.01], [-0.01, -0.01, 0.02], [0.04, -0.04, -0.01], [-0.01, -0.01, 0.02], [0.12, -0.03, -0.07], [-0.13, -0.03, 0.10], [0.18, 0.05, -0.09], [-0.06, 0.07, -0.10], [0.00, 0.03, -0.09], [0.05, -0.05, 0.03], [0.00, 0.01, 0.00], [0.01, 0.00, 0.00], [0.01, -0.01, 0.02], [-0.02, 0.01, 0.03], [0.00, 0.00, -0.02]]
}

---

[2]
{
  "formula": "C26H56AlB2Cl3F6K2MgN3O12P2",
  "method": "ωB97M-V/def2-TZVPD",
  "lumo_energy_ev": -6.7,
  "total_energy_ha": -6446.19511,
  "charge": 1,
  "elements": ["C", "C", "O", "P", "N", "B", "O", "O", "C", "N", "C", "C", "C", "O", "P", "C", "C", "H", "H", "H", "H", "H", "H", "H", "H", "H", "H", "H", "H", "H", "H", "H", "H", "H", "H", "H", "H", "H", "H", "H", "H", "K", "C", "Cl", "Cl", "H", "H", "K", "B", "O", "C", "O", "C", "O", "O", "F", "F", "C", "C", "O", "C", "H", "H", "H", "H", "H", "H", "F", "Al", "F", "F", "F", "C", "C", "C", "N", "C", "C", "C", "C", "C", "C", "H", "H", "H", "H", "H", "H", "H", "H", "H", "H", "H", "H", "H", "H", "H", "H", "H", "H", "H", "H", "Cl", "Mg", "C", "C", "O", "C", "O", "O", "H", "H", "H", "H"],
  "coordinates": [[-0.953, 4.376, 0.990], [-2.383, 4.844, 1.260], [-3.397, 4.017, 0.751], [-4.186, 4.234, -0.763], [-4.930, 5.690, -0.163], [-3.609, 2.417, -1.361], [-4.298, 1.906, -2.476], [-2.668, 1.595, -0.787], [-1.997, 0.646, -1.601], [-2.712, 5.283, -1.586], [-3.178, 6.608, -2.075], [-2.142, 4.645, -2.639], [-0.772, 4.070, -2.447], [-2.603, 4.548, -3.796], [-5.906, 2.897, 0.104], [-6.998, 2.389, -1.288], [-7.043, 3.865, 1.156], [-0.531, 4.932, 0.152], [-0.327, 4.631, 1.847], [-0.928, 3.302, 0.808], [-2.489, 4.782, 2.350], [-2.488, 5.917, 1.062], [-4.911, 4.399, -2.013], [-5.585, 6.127, -0.792], [-4.396, 6.324, 0.410], [-3.785, 1.968, -3.289], [-1.955, 0.924, -2.656], [-2.441, -0.349, -1.575], [-0.979, 0.598, -1.266], [-3.215, 7.313, -1.251], [-4.122, 6.545, -2.619], [-2.438, 6.997, -2.780], [0.009, 4.838, -2.487], [-0.604, 3.264, -3.144], [-0.686, 3.608, -1.464], [-6.740, 1.375, -1.588], [-8.044, 2.398, -0.983], [-6.859, 3.030, -2.162], [-7.593, 4.596, 0.562], [-7.775, 3.174, 1.577], [-6.497, 4.331, 1.971], [0.828, 3.109, -4.372], [3.183, 0.703, -0.722], [4.801, 1.301, -1.231], [1.948, 1.890, -1.042], [2.991, -0.173, -1.336], [3.219, 0.470, 0.331], [-2.450, 4.060, -5.922], [5.676, -0.801, 1.509], [5.464, -1.300, 2.871], [6.350, -2.263, 3.124], [6.452, -2.875, 4.140], [7.241, -2.445, 1.864], [8.142, -3.210, 1.732], [6.814, -1.561, 0.945], [6.020, 0.560, 1.499], [4.544, -0.976, 0.708], [3.018, -3.679, 7.549], [3.890, -4.575, 6.693], [3.408, -5.445, 6.002], [5.371, -4.308, 6.761], [1.974, -3.960, 7.424], [3.291, -3.784, 8.600], [3.150, -2.637, 7.253], [5.718, -4.430, 7.789], [5.573, -3.291, 6.428], [5.908, -4.999, 6.117], [0.970, -0.134, -4.930], [1.595, -1.710, -4.624], [0.803, -2.755, -5.665], [1.209, -2.110, -3.016], [3.250, -1.891, -4.906], [-4.293, -3.034, 1.708], [-3.215, -1.986, 1.427], [-1.947, -2.478, 0.745], [-1.003, -3.372, 1.548], [-1.326, -4.814, 1.230], [-0.531, -5.804, 2.061], [-0.679, -5.519, 3.552], [-0.266, -4.083, 3.856], [-1.076, -3.099, 3.026], [0.378, -3.073, 1.068], [-3.959, -3.826, 2.379], [-5.152, -2.560, 2.182], [-4.639, -3.497, 0.783], [-2.974, -1.435, 2.337], [-3.641, -1.241, 0.751], [-1.365, -1.602, 0.462], [-2.183, -3.023, -0.170], [-2.393, -4.941, 1.403], [-1.129, -4.947, 0.167], [-0.888, -6.807, 1.830], [0.524, -5.788, 1.778], [-0.075, -6.216, 4.131], [-1.720, -5.674, 3.854], [0.805, -3.951, 3.692], [-0.442, -3.859, 4.908], [-0.742, -2.072, 3.174], [-2.120, -3.176, 3.318], [0.598, -2.037, 1.308], [0.412, -3.231, -0.008], [1.093, -3.720, 1.559], [3.520, 0.834, -3.875], [7.064, 0.611, -1.263], [6.398, -0.271, -7.545], [6.120, 0.177, -6.121], [5.374, 1.382, -6.329], [4.791, 1.310, -7.539], [3.932, 2.045, -7.926], [5.278, 0.271, -8.249], [6.432, -1.351, -7.660], [7.313, 0.163, -7.954], [5.497, -0.525, -5.563], [7.028, 0.384, -5.557]],
  "atomic_forces_ev_per_a": [[-0.02, 0.71, -0.33], [0.09, -0.33, 1.38], [0.32, 0.42, -0.74], [-0.90, -0.76, 1.02], [0.16, -0.32, -0.04], [-0.12, 0.06, -0.07], [0.25, 0.19, -0.22], [0.37, 0.50, -0.17], [-0.28, -0.11, -0.14], [0.79, 0.71, -1.22], [0.12, -0.33, -0.35], [-0.12, 0.24, 0.67], [-0.34, -1.00, 1.29], [0.10, 0.68, 1.38], [0.21, -0.78, 0.20], [0.05, 0.04, -0.09], [-0.21, -0.07, -0.19], [0.03, -0.26, -0.13], [0.02, -0.20, 0.08], [0.02, -0.05, 0.03], [-0.24, -0.02, 0.01], [-0.10, -0.08, -0.50], [0.11, 0.04, -0.01], [0.19, 0.18, 0.05], [-0.23, 0.08, 0.07], [-0.24, -0.10, 0.08], [-0.11, 0.11, -0.11], [-0.15, 0.02, 0.16], [0.57, -0.18, 0.29], [-0.22, -0.11, 0.04], [-0.17, 0.15, 0.19], [0.05, 0.07, -0.04], [-0.20, 0.10, -0.12], [-1.25, 0.26, 0.92], [-0.05, 0.14, 0.15], [-0.02, 0.02, -0.05], [-0.04, 0.07, 0.03], [-0.12, 0.07, -0.02], [0.10, 0.24, 0.13], [0.03, -0.06, 0.05], [0.01, 0.15, -0.08], [2.87, -1.50, -1.62], [-0.93, -0.94, 0.04], [0.61, 1.09, -0.19], [-0.01, 0.33, 0.19], [0.13, 0.09, -0.17], [0.15, 0.30, -0.01], [-0.43, -0.32, -2.12], [-0.34, 0.00, 0.27], [0.28, -0.12, -0.37], [-0.16, 0.08, 0.15], [0.06, 0.00, -0.13], [0.38, -0.32, 0.01], [-0.20, 0.22, -0.01], [0.06, 0.25, -0.32], [0.29, 0.33, -0.36], [0.22, -0.33, 0.18], [-0.15, -0.17, -0.16], [-0.02, 0.00, 0.04], [0.02, 0.16, 0.02], [-0.09, -0.28, -0.09], [0.00, -0.01, 0.01], [0.06, 0.11, 0.00], [0.08, 0.02, 0.10], [-0.01, 0.12, 0.01], [0.05, 0.03, 0.09], [-0.01, 0.01, -0.03], [-0.39, 0.18, 0.04], [0.25, 0.12, -0.17], [-0.27, -0.09, -0.06], [-0.02, 0.17, 0.27], [-0.03, -0.12, -0.02], [0.06, 0.06, -0.01], [-0.25, -0.26, 0.11], [-0.07, 0.41, 0.08], [0.01, 0.04, -0.27], [-0.02, -0.26, 0.09], [0.08, 0.00, 0.17], [0.02, -0.01, -0.01], [0.11, -0.11, -0.07], [-0.07, -0.14, 0.24], [0.06, -0.03, -0.10], [-0.01, -0.01, 0.02], [-0.02, 0.00, -0.03], [0.02, -0.04, 0.00], [0.04, 0.04, -0.03], [0.10, 0.04, -0.04], [0.07, -0.05, 0.01], [0.08, -0.04, 0.02], [-0.01, 0.04, 0.01], [-0.05, 0.08, -0.01], [-0.06, 0.03, -0.09], [-0.01, 0.00, -0.01], [0.03, 0.02, 0.01], [-0.01, 0.02, -0.01], [0.00, -0.02, 0.03], [-0.02, 0.11, -0.02], [-0.06, 0.03, -0.03], [-0.03, 0.04, -0.07], [0.06, 0.03, -0.04], [0.05, 0.08, -0.06], [0.05, -0.03, 0.00], [0.00, 0.68, 0.03], [-0.92, -0.77, 1.00], [0.09, -0.07, 0.10], [-0.08, -0.21, 0.08], [0.34, 0.08, -0.12], [-0.52, -0.05, 0.03], [0.21, 0.05, 0.06], [0.09, 0.01, -0.06], [-0.18, -0.01, -0.07], [-0.01, 0.04, 0.00], [-0.10, 0.03, -0.07], [0.00, 0.21, -0.04]]
}